[1]
6 unconnected molecules or ions with the total composition C39H67F5N2O16S2Si at a distorted geometry, computed with ωB97M-V/def2-TZVPD.

Computed properties:
LUMO energy: 0.11 eV
Net charge: 0
Structure (SMILES): CCCCCCCCN(CCCCCCCC)C(=S)SCCC[Si@@H](CNC)COC.O=C1OC[C@@H](F)O1.O=C1OC[C@@H](F)O1.O=C1OC[C@@H](F)O1.O=C1OC[C@@H](F)O1.O=C1OC[C@@H](F)O1
Electronic energy: -4424.7847 Eh
F_max: 1.111 eV/Å
HOMO level: -0.288 Eh
Kohn-Sham gap: 7.9 eV

XYZ file:
```
132
Properties=species:S:1:pos:R:3:mulliken_charge:R:1
C 3.892 6.420 0.884 -1.297
C 4.090 5.757 -0.489 -0.484
C 4.476 4.264 -0.375 -0.236
C 3.694 3.342 -1.328 -0.669
C 4.443 2.022 -1.552 0.143
C 3.973 1.163 -2.753 -0.999
C 2.521 1.371 -3.190 -1.225
C 1.522 0.872 -2.123 -0.172
N 0.569 -0.088 -2.688 0.452
C 0.300 -1.230 -1.802 -1.611
C -0.294 -0.879 -0.422 0.991
C -1.415 -1.860 -0.074 -0.896
C -2.005 -1.738 1.338 -1.221
C -1.032 -1.501 2.495 -0.920
C -0.271 -2.768 2.952 -0.440
C 1.252 -2.656 2.793 1.375
C 1.876 -1.810 3.918 -1.461
C -0.569 0.478 -3.281 0.164
S -1.214 -0.179 -4.623 -0.202
S -1.359 1.957 -2.594 -0.192
C -2.887 1.238 -1.899 -0.076
C -3.791 2.399 -1.427 -1.118
C -5.270 2.155 -1.813 -0.560
Si -6.423 2.885 -0.511 0.223
C -5.961 4.672 -0.122 -0.866
N -6.425 5.091 1.220 -0.402
C -5.506 4.629 2.266 -0.863
C -8.229 2.717 -1.060 -0.386
O -8.597 3.784 -1.940 -0.371
C -8.878 3.364 -3.252 -0.621
H 3.718 7.492 0.760 0.393
H 4.799 6.319 1.489 0.275
H 3.054 5.964 1.412 0.343
H 4.922 6.283 -0.969 0.285
H 3.199 5.880 -1.107 0.364
H 4.347 3.917 0.656 0.389
H 5.548 4.171 -0.594 0.006
H 3.484 3.854 -2.268 0.351
H 2.758 3.100 -0.810 0.092
H 5.494 2.283 -1.737 0.492
H 4.451 1.425 -0.634 -0.096
H 4.045 0.113 -2.462 0.025
H 4.633 1.347 -3.606 0.564
H 2.364 0.765 -4.090 0.658
H 2.303 2.402 -3.483 0.268
H 2.066 0.378 -1.312 -0.145
H 1.021 1.737 -1.677 0.493
H -0.372 -1.902 -2.342 0.534
H 1.237 -1.773 -1.657 0.280
H -0.649 0.153 -0.391 0.398
H 0.509 -0.963 0.319 -0.377
H -1.085 -2.889 -0.245 0.534
H -2.231 -1.675 -0.785 0.414
H -2.777 -0.962 1.357 0.342
H -2.524 -2.681 1.551 0.344
H -0.337 -0.676 2.296 0.475
H -1.640 -1.160 3.341 0.443
H -0.624 -3.627 2.376 0.204
H -0.479 -2.962 4.009 0.504
H 1.704 -3.652 2.819 -0.585
H 1.503 -2.201 1.832 -0.358
H 1.952 -2.409 4.829 0.409
H 1.254 -0.936 4.118 0.400
H 2.876 -1.477 3.629 0.288
H -2.619 0.597 -1.060 -0.308
H -3.381 0.680 -2.694 0.564
H -3.682 2.493 -0.341 0.393
H -3.434 3.334 -1.865 0.421
H -5.466 1.081 -1.859 0.412
H -5.479 2.605 -2.787 0.408
H -6.269 2.078 0.730 -0.244
H -4.877 4.830 -0.250 0.484
H -6.465 5.309 -0.857 0.433
H -6.341 6.101 1.229 0.270
H -5.871 4.991 3.232 0.325
H -5.495 3.540 2.312 0.249
H -4.484 5.014 2.127 0.333
H -8.886 2.727 -0.183 0.342
H -8.340 1.739 -1.544 0.201
H -9.394 2.397 -3.268 0.211
H -7.976 3.313 -3.872 0.264
H -9.542 4.105 -3.707 0.349
O 3.117 -1.198 0.347 -0.460
C 4.185 -1.659 0.119 0.425
O 4.772 -1.670 -1.098 -0.195
C 6.107 -2.166 -0.946 -0.293
C 5.995 -2.958 0.335 0.309
F 7.139 -2.937 1.060 -0.335
O 4.985 -2.255 1.039 -0.338
H 6.799 -1.328 -0.840 0.203
H 6.392 -2.769 -1.804 0.269
H 5.681 -3.994 0.202 0.231
O 3.160 -5.652 1.334 -0.486
C 3.640 -5.750 2.410 0.655
O 4.670 -5.006 2.873 -0.208
C 4.867 -5.314 4.256 -0.455
C 4.251 -6.692 4.357 0.294
F 3.674 -6.912 5.562 -0.309
O 3.243 -6.643 3.362 -0.293
H 4.326 -4.594 4.872 0.272
H 5.924 -5.290 4.507 0.286
H 4.933 -7.514 4.136 0.283
O 8.415 1.176 -0.021 -0.514
C 8.563 2.215 0.523 0.712
O 8.334 2.440 1.838 -0.314
C 8.757 3.771 2.147 -0.425
C 8.703 4.436 0.789 0.554
F 9.653 5.390 0.648 -0.302
O 8.978 3.360 -0.087 -0.311
H 9.777 3.753 2.533 0.277
H 8.095 4.223 2.880 0.291
H 7.730 4.863 0.536 0.053
O -2.121 -9.748 5.173 -0.492
C -1.560 -8.951 4.505 0.591
O -1.062 -9.188 3.266 -0.336
C -0.592 -7.949 2.727 -0.371
C -0.347 -7.140 3.980 0.455
F -0.575 -5.818 3.790 -0.244
O -1.309 -7.662 4.875 -0.330
H -1.373 -7.495 2.115 0.281
H 0.301 -8.101 2.127 0.269
H 0.650 -7.263 4.408 0.136
O -7.474 0.016 -3.483 -0.458
C -8.205 -0.107 -4.404 0.643
O -8.215 0.695 -5.496 -0.291
C -9.136 0.149 -6.444 -0.407
C -10.041 -0.681 -5.559 0.274
F -10.499 -1.789 -6.187 -0.290
O -9.170 -1.063 -4.510 -0.305
H -8.599 -0.480 -7.155 0.286
H -9.655 0.942 -6.975 0.264
H -10.889 -0.138 -5.139 0.271
```

[2]
A single C13H19NO molecule at a distorted geometry, computed with ωB97M-V/def2-TZVPD.

Computed properties:
Energy relative to the best compared isomer or geometry (same formula, charge and spin): 99.7 kcal per mole
LUMO energy: -0.11 eV
Net charge: 0
Structure (SMILES): CC(=O)[C@H](C)CCC/N=C1\C=CC=CC1
Electronic energy: -636.6317 Eh
F_max: 3.808 eV/Å
HOMO level: -0.322 Eh
Kohn-Sham gap: 8.6 eV

XYZ file:
```
34
Properties=species:S:1:pos:R:3:mulliken_charge:R:1
C -1.347 1.691 -1.219 -0.361
C -2.603 0.993 -0.767 0.320
O -3.701 1.421 -1.020 -0.577
C -2.300 -0.283 0.071 0.837
C -3.497 -1.170 -0.057 -1.317
C -1.762 0.101 1.490 -0.996
C -0.601 -0.885 2.067 -1.102
C 0.738 -0.393 1.639 -0.890
N 0.806 -0.463 0.225 -0.174
C 1.880 -0.290 -0.413 0.556
C 3.201 -0.183 0.196 -0.631
C 4.333 0.023 -0.516 -0.439
C 4.170 0.336 -1.922 -0.311
C 3.066 0.136 -2.584 -0.592
C 1.769 -0.275 -1.934 0.292
H -0.483 1.092 -0.719 -0.289
H -1.325 2.780 -0.946 0.253
H -1.066 1.675 -2.299 0.299
H -1.316 -0.793 -0.372 0.057
H -3.535 -1.909 0.801 0.327
H -3.340 -1.837 -0.934 0.316
H -4.372 -0.458 -0.030 0.317
H -2.511 0.142 2.248 0.586
H -1.077 0.995 1.452 0.281
H -0.753 -0.837 3.155 0.355
H -0.862 -1.818 1.740 0.491
H 0.713 0.690 1.906 0.332
H 1.494 -1.101 1.932 0.581
H 3.179 -0.368 1.244 0.320
H 5.384 -0.151 -0.106 0.326
H 5.031 0.763 -2.502 0.292
H 2.905 0.220 -3.675 0.327
H 1.002 0.439 -2.229 -0.066
H 1.382 -1.225 -2.414 0.281
```